(1)
Below is C40H34Cl4N9O3V as an isolated structure at a distorted geometry, with properties calculated with ωB97M-V with the def2-TZVPD basis set.

Calculated values
**Kohn-Sham gap (spin up / spin down)**: 0.1818 / 0.2601 Eh
**<S²>**: 3.79
**Net charge**: -1
**Energy above the lowest of the compared OMol25 structures with the same formula, charge and spin**: 1.105 eV
**E_tot**: -5048.2840 Ha
**Multiplicity**: 4

Structure (XYZ):
```
91
Properties=species:S:1:pos:R:3:forces:R:3
V 1.196 0.617 0.514 -1.0 0.8 -0.7
Cl 0.822 -4.151 5.437 0.0 0.0 -0.1
C 1.390 -3.196 4.092 0.0 0.0 0.0
C 0.685 -2.042 3.759 -0.1 -0.1 0.0
C 1.103 -1.274 2.684 0.1 0.5 0.0
N 0.556 -0.062 2.250 -0.5 -0.5 0.6
C -0.157 0.789 3.062 0.4 -0.1 0.0
O -0.826 0.485 4.061 -0.1 0.0 -0.1
C 0.037 2.164 2.589 0.5 -0.2 -0.1
C -0.678 3.243 3.099 0.0 0.1 0.0
C -0.394 4.521 2.681 0.2 0.1 -0.1
C 0.689 4.698 1.768 -0.3 0.1 0.2
C 1.354 3.607 1.298 0.0 -0.4 0.1
N 1.043 2.320 1.632 -0.2 0.7 0.2
C 2.270 -1.636 1.962 0.1 0.3 -0.2
C 2.962 -2.784 2.309 0.0 0.0 -0.1
C 2.511 -3.566 3.369 0.0 -0.1 0.0
Cl 3.392 -5.026 3.742 -0.1 0.1 0.0
N 2.621 -0.690 0.974 0.5 -0.7 0.3
C 3.590 -0.881 0.065 -0.1 0.1 0.4
O 4.334 -1.845 -0.091 0.1 0.0 -0.1
C 3.764 0.352 -0.817 -0.1 -0.1 0.2
C 4.889 0.452 -1.616 0.1 -0.1 -0.1
C 5.096 1.608 -2.345 0.1 -0.1 0.0
C 4.165 2.627 -2.249 -0.1 0.1 0.0
C 3.053 2.434 -1.450 -0.1 0.0 -0.1
N 2.837 1.323 -0.747 0.5 0.0 -0.1
H -0.174 -1.733 4.336 0.0 0.0 0.0
H -1.447 3.028 3.832 0.0 0.0 0.0
H -0.947 5.372 3.058 0.0 0.0 0.0
H 1.003 5.687 1.457 0.0 0.0 0.0
H 2.201 3.736 0.637 0.0 -0.1 0.0
H 3.839 -3.076 1.755 0.0 0.0 0.0
H 5.568 -0.389 -1.630 0.0 0.0 0.0
H 5.968 1.714 -2.979 0.0 0.0 0.0
H 4.276 3.553 -2.797 0.0 0.0 0.0
H 2.290 3.199 -1.394 0.0 0.0 0.0
Cl 1.497 0.663 -3.801 0.0 -0.1 0.0
C 1.757 -0.969 -3.241 0.1 0.0 -0.2
C 2.404 -1.830 -4.152 -0.1 0.3 0.0
C 2.652 -3.121 -3.832 0.1 -0.2 0.0
Cl 3.488 -4.146 -4.981 -0.1 0.1 0.1
C 2.240 -3.635 -2.579 0.0 -0.1 0.0
C 2.425 -4.976 -2.180 0.0 0.1 -0.1
C 1.984 -5.385 -0.959 0.0 -0.1 0.1
C 1.346 -4.445 -0.127 0.0 0.0 0.0
N 1.163 -3.197 -0.466 -0.1 0.1 0.0
C 1.596 -2.762 -1.670 -0.1 0.0 0.1
C 1.359 -1.353 -1.970 -0.1 0.3 0.6
O 0.804 -0.562 -1.091 -0.1 -0.7 -1.0
H 2.710 -1.441 -5.113 0.0 0.0 0.0
H 2.916 -5.664 -2.855 0.0 0.0 0.0
H 2.113 -6.407 -0.627 0.0 0.0 0.0
H 0.987 -4.737 0.857 0.0 0.0 0.0
N -1.435 -1.981 0.562 -0.1 0.1 0.0
C -2.596 -1.855 -0.162 0.1 0.0 0.0
C -2.568 -1.242 -1.425 -0.1 0.0 0.0
C -3.746 -0.998 -2.111 0.0 0.0 0.1
C -4.982 -1.366 -1.581 0.1 0.0 0.1
C -5.009 -2.004 -0.345 0.1 0.0 0.0
C -3.837 -2.249 0.357 0.0 0.0 0.0
H -1.426 -2.589 1.363 0.0 -0.1 0.0
H -0.543 -1.881 0.085 -0.1 -0.1 0.1
H -1.611 -0.932 -1.831 0.0 0.0 0.0
H -3.700 -0.513 -3.080 0.0 0.0 0.0
H -5.899 -1.170 -2.123 0.0 0.0 0.0
H -5.956 -2.310 0.085 0.0 0.0 0.0
H -3.872 -2.736 1.327 0.0 0.0 0.0
C -4.185 2.283 1.809 0.0 0.1 0.0
C -3.490 0.960 2.046 0.1 0.0 -0.1
N -2.319 0.872 1.194 0.0 0.0 0.0
C -1.987 1.675 0.161 0.1 0.0 0.0
N -0.799 1.561 -0.372 0.0 -0.1 0.1
C -0.608 2.228 -1.653 0.0 0.1 0.2
C -1.286 3.587 -1.686 0.1 0.0 0.0
C -2.763 3.373 -1.442 0.0 0.0 0.1
N -2.948 2.571 -0.248 -0.1 0.0 0.0
C -4.288 2.490 0.309 0.1 -0.1 0.0
H -3.598 3.101 2.234 0.0 0.0 0.0
H -5.173 2.282 2.274 0.0 0.0 0.0
H -4.179 0.144 1.806 0.0 -0.1 0.0
H -3.171 0.844 3.083 0.0 0.0 0.0
H -1.666 0.116 1.355 -0.1 0.0 0.0
H -0.994 1.602 -2.466 0.0 0.0 -0.1
H 0.459 2.332 -1.832 0.0 0.0 0.0
H -1.127 4.087 -2.644 0.0 0.0 0.0
H -0.871 4.209 -0.888 0.0 0.0 0.0
H -3.217 2.881 -2.312 0.0 0.0 0.0
H -3.282 4.323 -1.295 0.0 0.0 0.0
H -4.860 1.669 -0.148 0.0 0.0 0.0
H -4.796 3.426 0.075 0.0 0.0 0.0
```
Positions in Å, forces in eV/Å.

(2)
Below is a 10-piece molecular cluster, C25H41Cl10F3O15 overall at a distorted geometry, with properties calculated with ωB97M-V with the def2-TZVPD basis set.

Calculated values
**Kohn-Sham gap**: 0.3800 Eh
**SMILES**: O=C1OC[C@@H](F)O1.O=C1OC[C@@H](F)O1.O=C1OC[C@@H](F)O1.COC(=O)OC.COC(=O)OC.ClCCCl.ClCCCl.ClCCCl.ClCCCl.ClCCCl
**E_tot**: -7007.3762 Ha

Structure (XYZ):
```
94
Properties=species:S:1:pos:R:3:forces:R:3
Cl 4.659 -0.824 -1.877 -0.1 0.2 0.9
C 5.141 -0.649 -0.107 1.3 1.0 -0.6
C 3.981 -0.538 0.826 -0.3 -1.8 -0.8
Cl 4.414 -0.764 2.520 0.4 -0.1 0.3
H 5.726 0.283 -0.054 -0.1 -0.5 -0.2
H 5.794 -1.484 0.076 0.0 -0.4 0.2
H 3.271 -1.312 0.531 -0.3 0.2 0.4
H 3.575 0.419 0.756 -1.0 1.4 -0.2
Cl -2.251 -2.657 -3.675 0.5 -1.0 -0.5
C -3.364 -1.706 -2.760 -0.3 1.2 1.9
C -4.246 -2.426 -1.688 0.7 1.3 -0.7
Cl -3.279 -3.157 -0.412 0.2 0.0 0.5
H -4.044 -1.229 -3.452 -0.1 0.2 -0.2
H -2.732 -0.904 -2.243 -1.0 -1.1 -0.5
H -4.902 -3.207 -2.027 -0.1 -0.2 -0.6
H -4.858 -1.599 -1.293 0.2 -0.4 0.2
Cl -3.703 5.519 1.808 -0.1 0.1 -0.3
C -3.476 4.951 3.471 0.2 1.0 0.7
C -2.325 3.991 3.579 -1.5 -2.1 0.1
Cl -0.790 4.700 3.276 1.2 0.7 -0.1
H -4.395 4.503 3.796 -0.4 -0.6 0.0
H -3.359 5.843 4.113 0.3 -0.4 -0.4
H -2.472 3.162 2.837 0.1 0.8 0.5
H -2.343 3.475 4.564 0.2 0.6 -0.5
Cl -0.340 1.044 4.329 0.5 -0.6 -0.3
C 1.253 0.825 3.434 -0.8 1.4 0.1
C 1.834 2.237 3.289 1.8 -1.2 -0.4
Cl 2.188 2.925 4.921 0.3 -0.2 -0.5
H 1.037 0.363 2.454 0.1 0.3 0.5
H 1.912 0.222 4.047 -0.1 -0.2 0.0
H 1.191 2.965 2.841 -0.5 0.0 -0.4
H 2.786 2.118 2.663 -1.1 0.5 1.1
Cl 1.405 -3.271 3.809 0.5 0.1 0.3
C -0.189 -3.575 3.121 -1.1 1.0 0.5
C -1.232 -3.761 4.280 0.0 0.1 -3.2
Cl -2.708 -4.608 3.535 0.9 0.5 0.7
H -0.100 -4.411 2.454 -0.2 -0.5 0.0
H -0.428 -2.678 2.542 -0.2 -0.3 0.0
H -1.582 -2.802 4.620 0.0 0.2 0.4
H -0.757 -4.359 4.999 0.0 -0.9 1.2
C 2.075 3.182 -1.196 0.4 -0.6 -0.6
C 2.872 3.873 -2.297 0.5 0.4 -0.2
O 4.228 3.649 -1.979 -0.3 -0.3 0.8
C 4.309 3.092 -0.715 -0.7 -1.0 -0.7
O 5.297 2.768 -0.145 0.3 0.5 -0.2
O 3.075 2.769 -0.280 0.5 0.5 0.6
F 2.678 5.241 -2.308 -0.2 -0.2 0.4
H 1.555 2.260 -1.476 -0.1 0.6 -0.3
H 1.431 3.916 -0.765 -0.6 0.3 0.5
H 2.664 3.577 -3.312 0.1 -0.4 -0.3
C -4.529 -0.372 2.000 -0.3 -1.2 -0.4
C -3.482 -0.807 3.022 -0.5 -0.2 0.4
O -3.672 0.122 4.036 0.2 0.5 0.9
C -4.484 1.128 3.686 -1.3 1.6 0.2
O -4.809 2.032 4.425 0.7 -1.6 -1.8
O -4.925 0.936 2.373 0.3 0.1 2.0
F -2.223 -0.718 2.552 0.8 0.3 -0.6
H -5.375 -1.111 1.968 0.5 0.9 0.1
H -4.069 -0.280 1.037 0.2 -0.3 -0.7
H -3.518 -1.782 3.499 -0.6 -0.3 -0.4
C 4.281 -5.357 -4.026 1.4 0.4 -0.7
C 4.310 -3.910 -3.522 -0.5 -0.5 -0.7
O 3.504 -3.952 -2.394 -1.0 0.3 -0.1
C 2.783 -5.105 -2.410 -2.6 -1.5 1.5
O 1.753 -5.346 -1.806 2.5 1.1 -1.0
O 3.393 -6.028 -3.177 -0.5 0.3 -0.2
F 3.831 -3.058 -4.509 -0.4 -0.3 0.5
H 5.265 -5.811 -3.972 0.1 -0.1 0.2
H 3.999 -5.367 -5.080 -0.4 -0.1 0.2
H 5.232 -3.498 -3.241 1.4 0.4 0.3
C -2.883 2.466 -4.287 0.6 0.1 1.6
O -1.745 1.582 -4.108 0.5 -0.4 -1.5
C -0.852 1.908 -3.190 1.1 -2.0 1.2
O -0.963 2.723 -2.329 -0.1 1.0 -0.1
O 0.259 1.041 -3.127 -2.1 3.4 0.9
C 0.408 0.076 -4.088 -0.4 -1.4 -1.0
H -3.513 2.210 -5.112 0.4 -0.6 -0.8
H -2.525 3.489 -4.372 -0.2 0.0 0.1
H -3.458 2.283 -3.393 -0.4 0.7 0.3
H 0.288 0.496 -5.105 0.7 -0.4 0.4
H -0.370 -0.668 -3.939 -0.1 -0.3 -0.3
H 1.352 -0.396 -3.811 0.2 0.0 -0.8
C -1.455 1.772 0.596 -0.6 0.2 0.8
O -1.432 0.570 -0.171 0.7 -0.1 -0.3
C -0.227 0.025 -0.349 -1.3 -1.7 -0.8
O 0.820 0.458 0.012 1.1 0.6 0.5
O -0.424 -1.149 -0.986 0.0 0.5 0.1
C 0.733 -2.037 -1.111 -2.1 0.3 -0.1
H -1.064 2.643 0.066 -0.1 -0.3 -0.2
H -0.907 1.665 1.559 -0.5 -0.1 -0.6
H -2.543 1.855 0.743 0.5 0.6 0.4
H 0.952 -2.329 -0.097 0.7 -0.3 0.2
H 1.494 -1.468 -1.597 0.9 -0.1 -0.3
H 0.317 -2.882 -1.694 0.7 0.5 0.3
```
Positions in Å, forces in eV/Å.

(3)
Below is C2H2AgF as an isolated structure at a distorted geometry, with properties calculated with ωB97M-V with the def2-TZVPD basis set.

Calculated values
**Kohn-Sham gap**: 0.2598 Eh
**Energy above the lowest of the compared OMol25 structures with the same formula, charge and spin**: 0.437 eV
**E_tot**: -324.1008 Ha

Structure (XYZ):
```
6
Properties=species:S:1:pos:R:3:forces:R:3
C 1.435 -1.129 0.305 0.0 0.9 -0.2
H 1.455 -2.103 0.811 -0.2 0.5 -0.2
H 2.389 -0.609 0.177 -0.3 -0.4 -0.5
C 0.305 -0.478 -0.011 -0.7 0.6 1.7
F -0.834 -1.079 0.617 0.6 0.5 -1.2
Ag -0.287 1.997 -0.515 0.6 -2.1 0.3
```
Positions in Å, forces in eV/Å.

(4)
Below is C18H18IN4O4SSn as an isolated structure at a distorted geometry, with properties calculated with ωB97M-V with the def2-TZVPD basis set.

Calculated values
**Kohn-Sham gap**: 0.2299 Eh
**Net charge**: -1
**Energy above the lowest of the compared OMol25 structures with the same formula, charge and spin**: 1.492 eV
**E_tot**: -2127.0151 Ha

Structure (XYZ):
```
47
Properties=species:S:1:pos:R:3:forces:R:3
Sn 1.092 -0.881 -1.292 -0.5 0.8 0.1
C -1.634 0.976 -0.034 -0.1 0.0 0.1
N -0.700 0.203 0.776 0.0 0.0 0.0
C -1.330 -0.875 1.497 0.0 0.0 0.1
C -1.894 -1.998 0.650 0.0 0.0 -0.1
C -2.657 -2.986 1.269 0.0 0.0 0.1
C -3.123 -4.044 0.514 0.0 -0.1 0.0
C -2.821 -4.093 -0.838 0.0 0.0 -0.1
C -2.067 -3.063 -1.374 0.0 0.0 0.0
N -1.618 -2.036 -0.650 0.0 0.0 0.1
C 0.014 1.082 1.682 0.2 0.1 0.0
C 1.302 0.521 2.239 0.0 -0.1 0.0
C 1.687 0.826 3.541 0.0 0.0 0.0
C 2.900 0.356 4.013 0.0 0.0 0.0
C 3.689 -0.423 3.183 0.0 0.0 0.0
C 3.223 -0.694 1.905 -0.1 0.0 0.0
N 2.065 -0.227 1.441 0.0 0.0 0.0
C -0.930 1.934 -0.963 -0.2 0.0 -0.1
C -1.561 3.109 -1.292 0.1 0.1 -0.1
C -0.859 4.001 -2.157 0.0 -0.1 0.0
C 0.351 3.674 -2.654 0.0 -0.2 -0.1
C 0.940 2.345 -2.368 -0.3 0.1 0.4
N 0.278 1.561 -1.382 0.4 0.1 -0.4
H -2.313 1.563 0.606 -0.1 -0.1 0.0
H -2.242 0.288 -0.618 0.0 -0.1 0.0
H -2.138 -0.505 2.156 0.0 0.0 0.0
H -0.574 -1.317 2.154 0.0 0.0 0.0
H -2.870 -2.927 2.332 0.0 0.0 -0.1
H -3.710 -4.827 0.978 0.0 0.0 0.0
H -3.161 -4.908 -1.464 0.0 0.0 0.0
H -1.795 -3.047 -2.424 0.0 0.0 0.0
H -0.629 1.390 2.524 0.0 0.0 0.0
H 0.270 1.988 1.125 0.0 0.0 0.0
H 1.033 1.414 4.175 0.0 0.0 0.0
H 3.215 0.580 5.025 0.0 0.0 0.0
H 4.640 -0.820 3.514 0.0 0.0 0.0
H 3.781 -1.329 1.223 0.0 0.0 0.0
H -2.520 3.370 -0.865 0.0 0.0 0.0
H -1.294 4.967 -2.395 0.0 0.0 0.0
H 0.907 4.334 -3.309 0.0 0.0 0.1
H 2.002 2.395 -2.155 0.2 -0.1 -0.2
O 0.785 -0.854 -3.674 0.1 0.2 0.0
S 1.750 0.258 -3.877 -0.1 0.3 -0.2
O 0.922 1.585 -3.728 0.1 0.0 -0.2
O 2.679 0.230 -2.712 -0.2 -0.1 0.0
O 2.373 0.290 -5.165 -0.1 -0.1 0.2
I 2.544 -3.385 -1.133 0.6 -0.9 0.1
```
Positions in Å, forces in eV/Å.

(5)
Below is C2H4O3S as an isolated structure at a distorted geometry, with properties calculated with ωB97M-V with the def2-TZVPD basis set.

Calculated values
**Kohn-Sham gap**: 0.3985 Eh
**Energy above the lowest of the compared OMol25 structures with the same formula, charge and spin**: 0.856 eV
**E_tot**: -702.4621 Ha

Structure (XYZ):
```
10
Properties=species:S:1:pos:R:3:forces:R:3
C -0.966 -0.110 0.154 -0.6 1.8 -4.9
C 0.498 -0.182 0.247 0.0 -0.3 -2.7
O -4.364 -0.968 -0.787 0.2 -0.1 0.3
O -3.094 1.079 -0.485 -1.2 0.8 -0.2
O -1.788 -0.634 0.829 0.0 -1.7 2.2
S -3.845 0.012 0.130 -0.6 0.2 -0.5
H -1.461 0.506 -0.749 1.6 -0.9 1.5
H 0.621 -0.657 1.132 1.4 -1.6 2.8
H 0.843 0.820 0.263 0.5 1.0 0.2
H 1.056 -0.687 -0.626 -1.3 0.6 1.3
```
Positions in Å, forces in eV/Å.

(6)
Below is the molecule C22H25NO3, with properties calculated with ωB97M-V with the def2-TZVPD basis set.

Calculated values
**Kohn-Sham gap**: 0.3411 Eh
**SMILES**: CCOC(=O)C1CCN(C(=O)Cc2ccc(-c3ccccc3)cc2)CC1
**Energy above the lowest of the compared OMol25 structures with the same formula, charge and spin**: 0.733 eV
**E_tot**: -1133.8536 Ha

Structure (XYZ):
```
51
Properties=species:S:1:pos:R:3:forces:R:3
C -7.540 -1.332 -0.836 0.3 0.2 0.3
C -7.086 -0.756 0.496 -0.3 -0.4 0.0
H -6.996 -1.552 1.243 -0.1 0.2 -0.1
H -7.775 0.013 0.850 0.1 -0.1 0.0
O -5.823 -0.095 0.373 -0.1 0.4 -0.1
C -4.728 -0.852 0.432 0.4 0.2 0.1
O -4.731 -2.040 0.622 -0.1 -0.2 0.0
C -3.486 -0.012 0.196 -0.1 -0.3 0.0
C -3.239 0.069 -1.317 0.0 0.1 0.1
H -3.012 -0.932 -1.690 0.0 0.0 0.0
H -4.135 0.424 -1.826 0.0 0.0 -0.1
C -2.080 1.033 -1.593 -0.1 0.2 -0.3
N -1.117 1.009 -0.506 -0.1 -0.1 -0.2
C -0.668 2.185 -0.010 0.2 -0.1 0.3
O -0.951 3.248 -0.532 0.0 0.4 0.0
C 0.240 2.116 1.211 -0.1 0.2 -0.1
C 1.559 1.462 0.903 0.1 -0.1 0.1
C 2.242 1.786 -0.264 -0.1 0.0 0.1
C 3.458 1.200 -0.555 0.1 -0.1 0.1
C 4.033 0.279 0.318 -0.2 0.1 0.1
C 3.351 -0.038 1.490 0.1 0.0 -0.1
C 2.130 0.542 1.775 0.0 0.1 0.0
H 1.616 0.279 2.690 -0.1 0.0 0.1
H 3.772 -0.761 2.174 0.0 -0.1 0.0
C 5.332 -0.338 0.013 0.2 -0.1 -0.1
C 5.629 -0.768 -1.278 0.0 0.0 0.1
C 6.850 -1.349 -1.564 0.1 0.0 -0.1
C 7.798 -1.505 -0.566 0.1 0.0 0.0
C 7.515 -1.078 0.721 0.1 -0.1 0.0
C 6.292 -0.502 1.009 -0.1 0.0 0.0
H 6.083 -0.156 2.011 0.0 0.0 0.1
H 8.252 -1.194 1.502 0.1 0.0 0.1
H 8.753 -1.956 -0.790 0.1 0.0 0.0
H 7.064 -1.682 -2.569 0.0 0.0 -0.1
H 4.887 -0.663 -2.057 -0.1 0.0 -0.1
H 3.981 1.476 -1.458 0.1 0.0 -0.1
H 1.812 2.507 -0.943 0.0 0.1 -0.1
H -0.265 1.605 2.032 0.0 0.0 0.0
H 0.416 3.153 1.514 -0.1 -0.1 0.0
C -0.984 -0.289 0.109 -0.1 -0.2 0.4
C -2.263 -0.630 0.889 0.1 0.0 -0.1
H -2.392 -1.712 0.936 0.0 0.0 0.1
H -2.198 -0.253 1.910 0.0 0.0 0.1
H -0.109 -0.325 0.753 0.0 -0.1 -0.1
H -0.829 -1.016 -0.695 0.1 0.0 0.1
H -2.437 2.062 -1.676 0.0 -0.2 0.0
H -1.581 0.766 -2.533 -0.1 0.1 0.0
H -3.683 0.998 0.565 0.0 -0.1 0.0
H -6.847 -2.103 -1.164 0.0 -0.1 0.0
H -7.583 -0.550 -1.590 -0.1 0.1 -0.1
H -8.527 -1.772 -0.725 -0.1 -0.1 0.0
```
Positions in Å, forces in eV/Å.

Repeat the fifth record exactly.
Below is C2H4O3S as an isolated structure at a distorted geometry, with properties calculated with ωB97M-V with the def2-TZVPD basis set.

Calculated values
**Kohn-Sham gap**: 0.3985 Eh
**Energy above the lowest of the compared OMol25 structures with the same formula, charge and spin**: 0.856 eV
**E_tot**: -702.4621 Ha

Structure (XYZ):
```
10
Properties=species:S:1:pos:R:3:forces:R:3
C -0.966 -0.110 0.154 -0.6 1.8 -4.9
C 0.498 -0.182 0.247 0.0 -0.3 -2.7
O -4.364 -0.968 -0.787 0.2 -0.1 0.3
O -3.094 1.079 -0.485 -1.2 0.8 -0.2
O -1.788 -0.634 0.829 0.0 -1.7 2.2
S -3.845 0.012 0.130 -0.6 0.2 -0.5
H -1.461 0.506 -0.749 1.6 -0.9 1.5
H 0.621 -0.657 1.132 1.4 -1.6 2.8
H 0.843 0.820 0.263 0.5 1.0 0.2
H 1.056 -0.687 -0.626 -1.3 0.6 1.3
```
Positions in Å, forces in eV/Å.

Question: What is the E_tot in the third record?
Answer: -324.1008 Ha